Record 1
Computed, not measured: a cluster of 2 separate species, C7H15N3O2SSi in total at a distorted geometry, with ωB97M-V with the def2-TZVPD basis set.

## Properties
energy relative to the best compared isomer or geometry (same formula, charge and spin)	243.4	kJ/mol

```
29
Properties=species:S:1:pos:R:3:mulliken_charge:R:1
C -0.40902 -1.20385 1.35481 0.49
C 2.27215 -3.11826 0.86865 0.35
C -1.10456 -2.86241 -0.24364 -0.49
C 1.29186 0.56183 -1.64584 -1.09
C 0.54562 2.84031 0.53504 -1.05
C -1.52693 1.27417 -1.21737 -1.02
C -0.05261 0.20018 1.34553 -0.39
N 2.44961 -1.89350 1.40281 0.50
N 2.44611 -0.72496 1.44986 -0.42
N 2.22884 -4.09867 1.73492 -0.36
O -0.04430 -2.05794 2.14499 -0.66
O -1.13576 -1.54338 0.21437 -0.29
Si 0.04302 1.24341 -0.19284 0.61
S 2.43511 -3.11276 -0.76651 -0.28
H -0.16524 -2.78737 -0.87031 0.04
H -1.97908 -2.88903 -0.88621 0.28
H -1.14968 -3.58088 0.62384 0.27
H 2.07049 -0.10865 -1.24310 0.23
H 0.80360 0.13016 -2.56305 0.29
H 1.82174 1.45879 -1.97694 0.34
H 0.46837 3.69146 -0.26563 0.26
H -0.14980 3.30693 1.32166 0.31
H 1.50154 2.87497 1.12742 0.32
H -2.39181 0.66948 -0.69044 0.24
H -2.01219 2.28336 -1.46137 0.34
H -1.30043 0.77476 -2.22375 0.25
H 0.29775 0.63066 2.37355 0.38
H 1.63521 -3.98666 2.56307 0.28
H 2.36720 -5.05371 1.42162 0.25
```

Record 2
Computed, not measured: a cluster of 7 separate species, C18H36NO21 in total at a distorted geometry, with ωB97M-V with the def2-TZVPD basis set.

## Properties
energy relative to the best compared isomer or geometry (same formula, charge and spin)	84.7	kJ/mol
total charge	-1

```
76
Properties=species:S:1:pos:R:3:mulliken_charge:R:1
N -2.02193 0.40095 1.09031 0.77
O -3.25765 0.39929 0.90508 -0.66
O -1.56751 0.56392 2.25869 -0.63
O -1.23240 0.19582 0.14388 -0.40
C 0.21463 -4.57253 -2.07496 -0.63
O 0.43492 -4.52254 -0.67604 -0.41
C -0.19682 -3.53048 -0.03676 0.81
O -0.98125 -2.80161 -0.54599 -0.40
O 0.22540 -3.50596 1.21703 -0.45
C -0.07922 -2.33355 1.97266 -0.04
H 1.09364 -5.07865 -2.46958 0.24
H 0.05420 -3.59720 -2.52728 0.27
H -0.65073 -5.20907 -2.27825 0.26
H 0.17097 -1.39812 1.47732 0.08
H 0.41722 -2.41274 2.93556 0.14
H -1.14457 -2.35177 2.20440 0.09
C -2.01187 4.35573 -1.98825 -0.48
O -1.36384 4.87073 -3.16052 -0.39
C -1.05725 3.97294 -4.08535 0.84
O -1.46493 2.85517 -4.14531 -0.52
O -0.23793 4.55653 -4.97641 -0.37
C 0.25261 3.71595 -5.98188 -0.51
H -3.03008 4.04577 -2.19639 0.30
H -1.99731 5.16884 -1.25976 0.24
H -1.43026 3.55572 -1.53525 0.16
H 0.84140 4.32843 -6.66458 0.31
H -0.52061 3.26438 -6.61596 0.24
H 0.85776 2.88341 -5.61614 0.17
C 0.20974 0.21217 -6.86574 -0.61
O 1.18467 0.24679 -5.81697 -0.36
C 0.66049 0.22582 -4.58761 0.89
O -0.50104 0.12511 -4.34937 -0.52
O 1.63505 0.38404 -3.71084 -0.42
C 1.34195 0.23282 -2.29970 -0.22
H 0.73558 0.43001 -7.78669 0.22
H -0.56216 0.95113 -6.64152 0.24
H -0.29560 -0.75336 -6.88111 0.28
H 0.84044 -0.70219 -2.06325 0.13
H 0.74977 1.06001 -1.91514 0.12
H 2.34514 0.29577 -1.88628 0.27
C 4.06053 4.39683 -0.80370 -0.60
O 3.34161 4.41943 0.42018 -0.37
C 2.29390 3.58500 0.48094 0.73
O 1.89448 2.94429 -0.45040 -0.46
O 1.82615 3.66089 1.71177 -0.35
C 0.72759 2.85266 2.11037 -0.44
H 4.81195 5.17469 -0.69790 0.21
H 3.41495 4.60597 -1.65660 0.26
H 4.54653 3.43849 -0.99162 0.29
H -0.25017 3.13532 1.71917 0.29
H 0.65655 2.89059 3.19425 0.31
H 0.86797 1.80759 1.82694 0.12
C -4.16113 -1.74456 3.11760 -0.28
O -4.24908 -3.16628 2.95582 -0.39
C -3.95542 -3.59165 1.73650 0.83
O -3.66489 -2.91535 0.80168 -0.47
O -4.06749 -4.92641 1.72264 -0.37
C -3.62409 -5.57396 0.54532 -0.31
H -3.16264 -1.36696 2.90633 -0.03
H -4.41763 -1.47934 4.13875 0.22
H -4.85152 -1.26807 2.42422 0.30
H -3.52168 -6.63068 0.78751 0.25
H -2.64218 -5.24435 0.19838 -0.04
H -4.34617 -5.42936 -0.25970 0.28
C 4.03340 -1.28312 7.09350 -0.66
O 3.01625 -1.27606 6.10829 -0.32
C 1.75370 -1.17045 6.53224 0.72
O 1.39234 -1.35619 7.65802 -0.58
O 0.90375 -0.85771 5.56350 -0.27
C 1.38766 -0.21415 4.37220 -0.01
H 4.97126 -0.99540 6.62495 0.25
H 4.14167 -2.28166 7.51371 0.25
H 3.80621 -0.55260 7.86883 0.32
H 1.42041 0.85468 4.58518 0.31
H 0.66090 -0.35061 3.57496 -0.36
H 2.32366 -0.61898 4.00010 0.35
```

Record 3
Computed, not measured: an isolated molecule of C9H10 at a distorted geometry, with ωB97M-V with the def2-TZVPD basis set.

## Properties
energy relative to the best compared isomer or geometry (same formula, charge and spin)	695.5	kJ/mol

```
19
Properties=species:S:1:pos:R:3:mulliken_charge:R:1
C -0.57216 -1.97061 0.93187 -1.11
C 0.11543 -0.78800 0.47938 0.81
C -2.89734 0.66622 -0.36734 -0.74
C -2.29548 -0.13180 0.46999 -0.07
C 0.67861 1.24549 -0.22104 -0.78
C -1.35657 -1.12573 -0.01774 0.08
C 0.77081 0.38082 1.12140 -0.61
C 1.33718 -0.12134 -0.19619 0.83
C 2.70248 -0.57447 -0.45272 -1.29
H -3.50163 1.56912 -0.15877 0.28
H -2.73977 0.21209 -1.41887 0.19
H -2.19519 0.04224 1.60516 0.25
H -0.26257 1.41675 -0.68783 0.16
H 1.34490 2.00952 -0.30348 0.34
H -1.40817 -1.28457 -1.10879 0.28
H 1.00363 0.57137 2.13121 0.44
H 3.39423 0.29613 -0.65777 0.32
H 2.87458 -1.16740 -1.47465 0.28
H 3.00701 -1.24582 0.32618 0.34
```

Q: energy relative to the best compared isomer or geometry (same formula, charge and spin) of number 2 (C18H36NO21)?
A: 84.7 kJ/mol

Q: The highest energy relative to the best compared isomer or geometry (same formula, charge and spin) belongs to which entry?
A: C9H10